# C6H6

C6H6 as an isolated structure (ωB97M-V/def2-TZVPD, the Open Molecules 2025 dataset).

Structure (XYZ):
```
12
Properties=species:S:1:pos:R:3:forces:R:3:mulliken_charge:R:1
C 0.022350 -1.679819 0.388394 0.0 -0.1 0.0 -1.09
C 0.685323 -0.681627 -0.572780 0.1 -0.3 -0.3 -0.17
C 0.018733 0.598538 -0.670062 -0.6 -0.7 -0.6 -0.06
C -1.049461 1.250492 -0.715779 0.7 -0.5 0.5 -0.05
C -1.429364 1.951654 0.531865 0.3 0.7 -0.1 -0.28
C -0.309961 2.539273 0.680475 -1.0 0.8 0.6 -0.16
H 0.504074 -2.655458 0.273724 -0.1 0.1 0.1 0.32
H 0.120688 -1.375470 1.435183 0.0 0.1 -0.2 0.32
H -1.042430 -1.796687 0.165541 0.2 0.1 0.0 0.33
H 0.553726 -1.023646 -1.602883 0.3 -0.4 -0.1 0.25
H 1.760568 -0.605096 -0.387911 -0.1 0.1 -0.1 0.30
H 0.165754 3.477847 0.474232 0.3 0.1 0.1 0.30
```
Positions in Å, forces in eV/Å.

Output
HOMO-LUMO gap ... 9.180 eV
Total charge ... 0
Total energy ... -231.95016 hartree
LUMO level ... 0.436 eV


# C6H6

One molecule with the formula C6H6 (ωB97M-V/def2-TZVPD, the Open Molecules 2025 dataset).

Structure (XYZ):
```
12
Properties=species:S:1:pos:R:3:forces:R:3:mulliken_charge:R:1
C -3.055711 -0.667162 1.890073 0.1 -0.1 -0.3 -0.13
C -2.362900 -0.720465 0.904927 -0.3 0.0 0.4 -0.12
C -1.428685 -0.567253 -0.099229 0.4 0.4 -0.1 0.20
C -0.493224 -0.116443 -0.717195 -0.5 -0.1 0.5 -0.41
C 0.733826 0.623702 -0.997380 0.0 0.0 0.0 -0.35
C 1.952016 -0.127171 -0.448880 0.1 0.0 0.0 -1.04
H -3.642552 -0.570122 2.772871 0.0 -0.1 -0.1 0.42
H 0.851052 0.888518 -2.050395 0.0 -0.1 0.0 0.28
H 0.598948 1.564435 -0.447896 0.1 0.0 -0.1 0.22
H 2.816756 0.537673 -0.387057 -0.1 -0.1 -0.1 0.30
H 1.739010 -0.513566 0.552240 0.0 0.1 -0.1 0.32
H 2.206414 -0.978085 -1.084706 0.0 0.1 0.0 0.30
```
Positions in Å, forces in eV/Å.

Output
HOMO-LUMO gap ... 10.178 eV
Total charge ... 0
Total energy ... -232.08520 hartree
LUMO level ... 0.970 eV
SMILES ... C#CC#CCC


# C6H6

One molecule with the formula C6H6 (ωB97M-V/def2-TZVPD, the Open Molecules 2025 dataset).

Structure (XYZ):
```
12
Properties=species:S:1:pos:R:3:forces:R:3:mulliken_charge:R:1
C -2.001306 -1.584342 0.303302 0.3 0.4 -0.1 0.14
C -1.183902 -0.712371 0.164131 -0.4 -0.3 0.1 -0.78
C -0.238869 0.408571 -0.001880 0.0 0.0 0.0 0.51
C 0.410393 0.431148 -1.399946 0.0 0.0 -0.1 -1.28
C 0.792808 0.389357 1.052145 0.3 0.0 0.4 -0.78
C 1.652620 0.384039 1.893653 -0.3 0.0 -0.4 0.14
H -2.735984 -2.344757 0.447373 0.1 0.1 -0.1 0.43
H -0.818776 1.335680 0.117680 0.1 -0.2 0.0 0.19
H 1.036929 -0.452851 -1.549840 -0.1 0.1 0.1 0.32
H -0.360665 0.453350 -2.175378 0.1 0.0 0.1 0.35
H 1.033629 1.325419 -1.493478 -0.1 -0.2 0.0 0.35
H 2.413123 0.366757 2.642237 -0.1 0.0 -0.1 0.43
```
Positions in Å, forces in eV/Å.

Output
HOMO-LUMO gap ... 11.043 eV
Total charge ... 0
Total energy ... -232.08567 hartree
LUMO level ... 1.028 eV
SMILES ... C#CC(C)C#C


- Among the records above, which one has the lowest total energy?
  number 3